1.
Molecular formula: C25H41AuF5P2
Method: DFT, the ωB97M-V functional and the def2-TZVPD basis

- <S²> = 2.012
- HOMO-LUMO gap (alpha / beta) (eV) = 3.85 / 3.87
- E (eV) = -62428.676
- charge = +1
- LUMO (alpha / beta) (eV) = -4.36 / -4.39
- spin multiplicity = 3
- relative energy (zero: lowest compared OMol25 entry of this formula, charge and spin) (kcal per mole) = 112.04
- highest occupied orbital energy (alpha / beta) (eV) = -8.21 / -8.26

Positions of all 74 atoms, in Å:
Au: -0.34523 0.99824 0.56250
C: -0.84251 -2.45431 2.53832
C: 0.48886 -2.79231 2.12139
C: 0.56927 -0.84436 3.34812
C: -0.77788 -1.26381 3.27954
C: 1.36764 -1.79343 2.60561
C: -2.00860 -3.36843 2.46800
H: -2.04060 -3.89869 1.51334
H: -2.94085 -2.79991 2.60173
H: -1.96920 -4.12168 3.26854
C: -1.90239 -0.67829 4.06242
H: -2.84330 -0.76744 3.52254
H: -1.72380 0.36757 4.27663
H: -1.99009 -1.21596 5.01256
C: 1.13462 0.18432 4.23611
H: 1.30744 -0.27842 5.21801
H: 0.42504 1.00801 4.35939
H: 2.06152 0.61167 3.84899
C: 2.83575 -1.86405 2.59637
H: 3.17751 -2.59407 3.34714
H: 3.28262 -0.89591 2.86222
H: 3.22431 -2.17559 1.61737
C: 0.89955 -4.08797 1.54281
H: 1.05898 -4.83181 2.34017
H: 1.83746 -3.98371 0.99341
H: 0.12051 -4.47871 0.87255
C: -1.42033 1.54324 -3.09139
C: -1.83324 0.16500 -2.94097
C: -1.09590 -0.85904 -3.94025
C: 0.35523 -0.59583 -4.33257
C: 1.20616 -0.18462 -3.21544
C: 1.75088 1.15318 -2.96804
C: 1.01267 2.29809 -3.72524
C: -0.50912 2.08700 -4.10947
H: -1.71662 -0.82961 -4.84388
H: 0.39957 0.05372 -5.23700
H: -1.19202 -1.89288 -3.61121
H: -0.56484 1.58277 -5.10402
H: -1.98398 2.29321 -2.54368
H: -2.90885 -0.15768 -2.99817
H: -0.89392 3.11882 -4.34466
H: 1.09825 3.24096 -3.18128
H: 2.85477 1.35474 -2.91015
H: 1.57261 2.46830 -4.66566
H: 0.76878 -1.56475 -4.74591
H: 1.65046 -1.04375 -2.71966
P: -1.98174 0.07784 -1.02387
C: -3.30201 1.26379 -0.54649
C: -1.69961 -1.67451 -0.90276
P: 2.10726 1.16680 -1.10207
C: 0.40241 1.21788 -1.26024
C: 2.80936 -0.49516 -0.78492
C: 2.83077 2.69757 -0.53676
H: -2.94709 1.79258 0.35983
H: -4.16715 0.63003 -0.31170
H: -3.57797 2.03875 -1.29186
H: -1.17066 -2.08404 -1.77556
H: -2.71529 -2.06893 -0.83111
H: -1.08609 -1.81517 -0.00147
H: 2.95497 3.33904 -1.42291
H: 3.82504 2.50502 -0.09106
H: 2.20795 3.23448 0.20216
H: -0.02300 2.16828 -1.68087
H: 0.13452 0.31633 -1.96360
H: 3.57387 -0.51707 0.00504
H: 3.32630 -0.84256 -1.69657
H: 2.05586 -1.27429 -0.56496
F: 0.92095 3.06043 2.27986
C: -0.33296 2.80520 1.75672
F: -0.55303 3.77950 0.81546
C: -1.37932 3.04199 2.85896
F: -2.59973 2.52036 2.59012
F: -1.00299 2.52675 4.05723
F: -1.56782 4.37730 3.07627

Results of the Mulliken charge analysis, in e, for atoms 1 through 5: atom 1 (Au): 1.099, atom 2 (C): 0.434, atom 3 (C): 0.946, atom 4 (C): 0.199, atom 5 (C): 0.784

2.
Molecular formula: C18H53O9
Method: DFT, the ωB97M-V functional and the def2-TZVPD basis

- HOMO-LUMO gap (eV) = 6.80
- E (eV) = -37951.578
- charge = -1
- LUMO (eV) = 2.63
- relative energy (zero: lowest compared OMol25 entry of this formula, charge and spin) (kcal per mole) = 2.10
- highest occupied orbital energy (eV) = -4.17

Positions of all 80 atoms, in Å:
C: 0.35696 -1.01485 -0.36103
C: -0.28716 0.28057 0.15461
O: -0.87416 1.05097 -0.78556
H: 1.14961 -0.74334 -1.06971
H: -0.36581 -1.67539 -0.83614
H: 0.81519 -1.59902 0.44636
H: 0.56720 0.82906 0.65041
H: -0.94946 -0.01343 1.00939
C: -0.51173 5.14079 1.17243
C: -1.91624 4.57346 1.02178
O: -2.02388 3.70105 -0.08342
H: -0.35893 5.55398 2.17684
H: -0.31831 5.94032 0.45786
H: 0.22665 4.34694 1.04676
H: -2.63856 5.38550 0.90050
H: -2.22548 4.04186 1.93467
H: -1.55707 2.87588 0.14801
C: 3.52964 -3.46465 -3.63235
C: 3.37314 -3.05772 -2.18206
O: 2.18358 -3.58741 -1.62385
H: 4.45707 -3.09323 -4.07916
H: 2.70296 -3.10233 -4.24836
H: 3.56417 -4.54831 -3.77641
H: 3.37718 -1.96370 -2.10943
H: 4.22999 -3.41187 -1.61088
H: 1.44685 -3.36548 -2.20145
C: 3.44379 4.03191 -1.00951
C: 3.32270 2.87692 -0.01434
O: 2.89623 1.70071 -0.69187
H: 2.51372 4.11328 -1.56629
H: 4.30759 3.87121 -1.65465
H: 3.62701 4.97263 -0.47868
H: 2.56506 3.13030 0.73269
H: 4.28253 2.64611 0.44685
H: 1.94478 1.57268 -0.60442
C: -4.31870 0.87448 1.52420
C: -5.50989 0.26729 0.79754
O: -5.81148 1.17551 -0.25890
H: -4.54521 1.82586 2.01721
H: -3.38448 1.04176 0.98620
H: -4.08066 0.23826 2.39056
H: -6.30867 0.18864 1.54002
H: -5.18467 -0.69505 0.39295
H: -6.51469 0.80163 -0.79699
C: 5.01413 -1.94168 1.14224
C: 3.56197 -2.31612 1.39537
O: 3.26585 -3.62744 0.94847
H: 5.28078 -2.03530 0.08636
H: 5.62659 -2.67270 1.67370
H: 5.19440 -0.89986 1.40806
H: 2.88439 -1.58487 0.93967
H: 3.33518 -2.26979 2.46462
H: 2.90078 -3.57972 0.05520
C: -2.78313 -2.80264 -0.40273
C: -3.57361 -4.08450 -0.32389
O: -3.05909 -4.87177 0.74817
H: -3.08795 -2.16108 -1.22807
H: -1.75095 -3.08228 -0.62122
H: -2.77968 -2.26463 0.54301
H: -3.57084 -4.61719 -1.28158
H: -4.63195 -3.86414 -0.10891
H: -3.40700 -5.76625 0.71526
C: 0.72954 -0.94914 -4.13639
C: 0.62231 0.54188 -3.90733
O: -0.65755 0.88527 -3.40894
H: 1.69615 -1.27610 -4.54563
H: -0.01757 -1.31466 -4.84690
H: 0.60472 -1.49636 -3.19750
H: 0.81506 1.09995 -4.82599
H: 1.36480 0.81202 -3.14302
H: -0.58849 0.83839 -2.41557
C: -2.39288 1.88985 4.50604
C: -1.31031 0.90090 4.14757
O: -0.40292 0.86871 5.25462
H: -1.93653 2.84875 4.75278
H: -2.86327 1.54889 5.43471
H: -3.13985 1.99098 3.72669
H: -0.81061 1.29531 3.25520
H: -1.68948 -0.09982 3.92948
H: 0.35865 0.34333 4.99404

Results of the Mulliken charge analysis, in e, for atoms 1 through 5: atom 1 (C): -0.232, atom 2 (C): 0.506, atom 3 (O): -0.928, atom 4 (H): -0.090, atom 5 (H): -0.441

3.
Molecular formula: C34H22F2IrN6O6S
Method: DFT, the ωB97M-V functional and the def2-TZVPD basis

- <S²> = 0.754
- HOMO-LUMO gap (alpha / beta) (eV) = 5.25 / 5.25
- E (eV) = -75945.301
- LUMO (alpha / beta) (eV) = -2.33 / -2.32
- spin multiplicity = 2
- relative energy (zero: lowest compared OMol25 entry of this formula, charge and spin) (kcal per mole) = 92.36
- highest occupied orbital energy (alpha / beta) (eV) = -7.57 / -7.57

Positions of all 72 atoms, in Å:
Ir: -1.39104 -0.22943 0.11625
O: -3.44099 -4.20893 -0.30321
C: -4.69043 -3.71745 -0.19637
C: -5.73151 -4.64541 -0.25163
C: -7.04175 -4.23356 -0.14752
C: -7.35112 -2.88372 0.01673
C: -6.32962 -1.96340 0.07928
C: -4.98784 -2.35426 -0.02375
C: -3.93019 -1.33455 0.06291
O: -2.70225 -1.72388 -0.16078
N: -4.26136 -0.10046 0.36822
N: -3.14974 0.70516 0.42291
C: -3.34101 1.95503 0.62285
C: -2.29565 2.97284 0.76029
C: -2.78135 4.26759 1.00947
C: -1.96365 5.36056 1.20258
C: -0.58718 5.19844 1.16822
C: -0.05719 3.94385 0.92562
C: -0.89834 2.86587 0.70713
O: -0.29485 1.58628 0.48015
H: -2.81908 -3.45894 -0.30640
H: -5.47384 -5.68760 -0.38284
H: -7.83523 -4.96821 -0.19791
H: -8.38041 -2.56176 0.09210
H: -6.54113 -0.91152 0.20759
H: -4.36754 2.29685 0.71378
H: -3.85538 4.39531 1.04976
H: -2.39774 6.33359 1.38407
H: 0.07701 6.03609 1.32720
H: 1.01535 3.81611 0.90515
F: 2.92628 -1.83928 -2.73066
C: 2.25885 -1.89211 -1.57037
C: 1.02427 -1.27909 -1.47586
C: 0.32641 -1.28609 -0.26670
C: 0.89345 -1.98602 0.82707
C: 2.14141 -2.58143 0.67404
F: 2.72713 -3.20748 1.71928
C: 2.85605 -2.54224 -0.50485
C: 0.09891 -2.02816 2.07028
C: 0.26301 -2.94522 3.10752
C: -0.60432 -2.91491 4.18382
C: -1.62447 -1.97696 4.22095
C: -1.73534 -1.10080 3.16013
N: -0.89712 -1.12179 2.12401
H: 0.62011 -0.79741 -2.35849
H: 3.82277 -3.01607 -0.59495
H: 1.04529 -3.68472 3.05649
H: -0.49166 -3.63249 4.98581
H: -2.32466 -1.93025 5.04230
H: -2.52150 -0.35596 3.11941
O: 4.93394 3.49708 -5.06349
S: 6.29483 3.05904 -4.82941
O: 6.82809 2.13954 -5.80859
O: 7.20243 4.08495 -4.35809
C: 6.14100 2.01384 -3.34201
N: 7.20874 1.31323 -2.93108
C: 7.06515 0.57964 -1.84369
C: 5.87510 0.51904 -1.12027
C: 4.84182 1.28378 -1.62322
N: 4.96920 2.01678 -2.72417
C: 3.49731 1.37517 -1.01801
C: 2.46831 1.93217 -1.79638
C: 1.20597 2.02673 -1.28662
N: 0.99785 1.62806 -0.01809
C: 1.93234 1.07655 0.76691
C: 3.20715 0.94805 0.27754
H: 7.93192 0.00961 -1.52569
H: 5.78568 -0.10424 -0.24095
H: 2.69927 2.27231 -2.79899
H: 0.34665 2.40731 -1.81981
H: 1.60230 0.77221 1.74865
H: 3.96510 0.51713 0.91437

Results of the Mulliken charge analysis, in e, for atoms 1 through 5: atom 1 (Ir): 0.933, atom 2 (O): -0.677, atom 3 (C): 0.485, atom 4 (C): -0.689, atom 5 (C): -0.319

Largest force on an atom readings, ordered: 3.27 1.86 0.47 eV/A